An isolated molecule of C20H20N4O5S in a non-equilibrium geometry. Source: OMol25; level of theory: ωB97M-V with the def2-TZVPD basis set.

```
50
Properties=species:S:1:pos:R:3:forces:R:3:nbo_charge:R:1
C 0.9741 -3.4659 -3.4312 0.1 -0.9 0.3 -0.62
C 0.1557 -2.2205 -3.1322 1.8 0.6 0.0 -0.05
N 0.9262 -1.0030 -3.5552 -0.8 0.5 0.0 -0.45
N 1.6364 -0.5691 -2.4047 0.6 0.9 1.5 -0.31
C 2.5266 0.4778 -2.2809 0.2 -0.3 -1.1 0.61
O 3.0577 1.0439 -3.2282 -0.5 -0.2 -0.4 -0.62
C 2.9292 0.9023 -0.9239 -1.0 -0.1 2.0 -0.32
C 2.1832 0.5629 0.1920 0.9 -0.3 -3.0 0.20
C 2.3958 1.0675 1.5357 0.0 0.6 1.7 -0.07
C 1.9892 0.3592 2.6914 0.7 1.2 0.9 -0.19
C 2.2489 0.9300 3.9799 -0.3 -0.3 0.0 -0.16
C 2.8784 2.2121 4.1380 -1.4 -2.6 -1.4 0.01
N 3.1341 2.7950 5.4276 0.1 0.8 2.3 0.51
O 3.3880 4.0063 5.4747 -0.3 -1.6 -0.2 -0.37
O 3.0739 2.0697 6.4349 0.0 0.8 -1.7 -0.37
C 3.1774 2.8946 2.9893 0.5 1.0 -1.1 -0.18
C 2.9802 2.3294 1.7288 -0.3 -0.3 -0.1 -0.13
N 1.1817 -0.4016 -0.0080 -1.5 -0.8 0.0 -0.63
C 1.2528 -1.2773 -1.1719 0.9 -0.1 -1.0 0.14
C -0.0188 -2.0094 -1.6269 -1.0 0.4 1.0 -0.26
C -1.2974 -1.2675 -1.2416 0.0 0.0 -0.3 -0.02
C -2.1736 -1.9364 -0.3634 -0.1 0.7 -0.2 -0.16
C -3.3712 -1.3286 0.0136 -0.2 0.7 -0.4 -0.19
C -3.6886 -0.0490 -0.4817 1.0 0.1 -0.6 -0.34
S -5.2882 0.6559 -0.1333 -2.5 1.4 -2.2 2.12
C -5.1217 1.2720 1.5403 -0.1 -0.3 0.6 -0.87
O -5.5815 1.7930 -1.0668 1.4 -2.1 2.2 -0.92
O -6.2889 -0.4131 -0.1699 1.4 0.7 0.6 -0.93
C -2.7900 0.6473 -1.3256 -0.1 -0.4 0.0 -0.17
C -1.6018 0.0264 -1.7420 -0.6 -0.6 1.1 -0.23
H 1.8477 -3.5669 -2.7536 -0.6 0.1 -0.2 0.21
H 0.3412 -4.3776 -3.3512 0.5 0.5 0.0 0.22
H 1.3949 -3.4309 -4.4368 -0.2 0.0 -0.1 0.22
H -0.8061 -2.2708 -3.6273 -0.1 0.3 -0.2 0.22
H 1.5429 -1.1263 -4.3613 0.0 -0.2 0.6 0.39
H 3.7559 1.6333 -0.9155 -0.5 -0.8 0.1 0.24
H 1.5142 -0.6202 2.5730 0.2 0.5 0.3 0.24
H 1.8941 0.3682 4.8701 0.5 0.6 -0.7 0.25
H 3.5409 3.9230 3.0356 0.1 -0.4 0.1 0.25
H 3.2237 2.8702 0.8190 0.1 0.3 0.4 0.22
H 0.2058 -0.1160 0.2007 1.1 -0.1 0.0 0.40
H 2.0208 -2.0681 -1.0341 -0.2 0.5 0.5 0.19
H -0.0697 -2.9721 -1.1191 0.1 -0.1 -0.1 0.23
H -1.9135 -2.9345 0.0092 -0.1 0.5 -0.2 0.22
H -4.1060 -1.8173 0.6456 0.2 -0.1 -0.1 0.24
H -4.5356 2.1899 1.5578 0.2 -0.2 -0.2 0.25
H -6.1027 1.5109 1.9605 -0.1 -0.2 -0.5 0.26
H -4.6857 0.4755 2.1771 -0.1 0.5 -0.5 0.24
H -2.9985 1.6543 -1.7091 -0.3 -0.5 0.3 0.25
H -0.9323 0.5714 -2.3993 0.1 -0.3 0.0 0.25
```
Positions in Å, forces in eV/Å.

- ΔE to the lowest compared entry with this formula, charge and spin: 617.6 kJ/mol
- Kohn-Sham gap: 7.174 eV
- HOMO energy: -0.3117 Ha
- Total energy: -1767.38815 Eh
- Charge: 0
- Maximum force: 3.61 eV Å⁻¹
- LUMO: -1.31 eV
- Multiplicity: 1

A structure of composition C20H21BiN6STe4 in a non-equilibrium geometry. Source: OMol25; level of theory: ωB97M-V with the def2-TZVPD basis set.

```
53
Properties=species:S:1:pos:R:3:forces:R:3:nbo_charge:R:1
Bi 0.4386 -1.1837 0.5439 -1.0 -0.2 -0.4 1.15
C -2.9343 3.1955 -1.9544 0.0 -0.1 0.0 -0.26
C -3.1227 1.8569 -1.6264 0.1 0.0 0.0 -0.19
C -2.0400 0.9999 -1.4939 -0.1 0.1 -0.1 -0.30
C -0.7287 1.4577 -1.6882 0.2 -0.3 0.0 0.25
C -0.5483 2.8082 -2.0181 0.0 0.1 0.0 -0.28
C -1.6387 3.6587 -2.1475 0.0 -0.1 0.0 -0.19
N 0.3283 0.5763 -1.4377 -0.2 0.2 0.3 -0.72
C 1.5408 0.7060 -1.9854 0.4 0.0 -0.1 0.22
C 1.8058 1.2007 -3.3013 -0.1 -0.1 0.2 -0.27
C 3.0762 1.2420 -3.7940 0.3 -0.1 0.1 -0.15
C 4.1976 0.8367 -3.0199 -0.1 0.2 -0.4 -0.27
C 4.0058 0.4006 -1.7476 -0.3 -0.1 0.4 -0.17
C 2.6946 0.3049 -1.2288 -0.2 -0.1 -0.8 0.04
N 2.4446 -0.0450 0.0788 0.0 0.5 -0.1 -0.21
N 3.2874 0.3108 0.9205 0.6 0.1 0.8 -0.19
C 2.8986 0.2385 2.2771 0.0 -0.1 0.1 0.30
C 3.6561 1.0042 3.1564 0.2 0.1 -0.1 -0.22
C 3.2093 1.1590 4.4513 0.1 0.0 0.1 -0.15
C 2.0359 0.5302 4.8455 0.0 -0.1 0.0 -0.25
C 1.3741 -0.2606 3.9258 0.1 -0.3 -0.3 0.06
N 1.8078 -0.4160 2.6660 0.0 0.4 0.2 -0.51
H -3.7803 3.8634 -2.0580 0.0 0.0 0.0 0.21
H -4.1279 1.4760 -1.4802 0.0 0.0 0.0 0.20
H -2.1886 -0.0479 -1.2558 0.0 0.0 0.0 0.21
H 0.4563 3.1933 -2.1474 0.0 0.0 0.0 0.22
H -1.4704 4.7007 -2.3933 0.0 0.0 0.0 0.21
H 0.9619 1.4961 -3.9125 0.1 0.0 0.0 0.23
H 3.2322 1.5796 -4.8113 0.0 0.0 0.0 0.21
H 5.1920 0.8619 -3.4455 0.0 0.0 0.0 0.22
H 4.8305 0.0930 -1.1169 0.0 0.0 0.0 0.23
H 4.5515 1.4852 2.7843 -0.1 0.0 0.0 0.24
H 3.7634 1.7729 5.1503 0.0 0.0 0.0 0.23
H 1.6536 0.6328 5.8514 0.0 0.0 0.0 0.23
H 0.4846 -0.8265 4.1881 0.0 0.1 0.0 0.22
Te 2.0806 -3.3374 1.5120 0.1 -0.3 0.0 -0.28
Te 1.9102 -5.3298 -0.3327 0.0 0.2 -0.1 -0.01
Te -0.5412 -4.8170 -1.3767 0.4 -0.1 0.0 -0.11
Te -0.0356 -2.2531 -2.1003 -0.2 -0.2 0.1 -0.23
C -3.7532 -3.0614 -0.6947 0.1 0.1 0.1 -0.44
N -2.8717 -3.2032 0.4492 -0.5 0.0 0.3 -0.60
C -2.6468 -2.2697 1.3875 0.1 0.2 -0.3 0.32
S -1.5997 -2.6186 2.6819 -0.3 0.2 -0.2 -0.30
N -3.2115 -1.0709 1.1365 0.0 0.1 0.4 -0.60
C -3.1302 0.1110 1.9816 0.1 -0.1 -0.1 -0.42
H -3.6413 -3.9434 -1.3188 0.0 0.0 0.0 0.23
H -3.4715 -2.1986 -1.3053 0.1 0.0 0.0 0.21
H -4.8043 -2.9724 -0.4026 0.0 0.0 0.0 0.20
H -2.4683 -4.1018 0.6488 0.1 -0.1 -0.1 0.44
H -3.8561 -1.0194 0.3669 0.0 0.0 -0.1 0.40
H -2.3447 -0.0402 2.7147 0.1 0.0 0.0 0.24
H -4.0694 0.2832 2.5084 0.0 0.0 0.0 0.20
H -2.8932 0.9806 1.3681 0.0 0.0 0.0 0.22
```
Positions in Å, forces in eV/Å.

- Kohn-Sham gap: 5.458 eV
- HOMO energy: -0.2540 Ha
- Total energy: -2788.16752 Eh
- Charge: 0
- Maximum force: 1.09 eV Å⁻¹
- LUMO: -1.45 eV
- Multiplicity: 1

A structure of composition C20H21BrIMnN3Te. Source: OMol25; level of theory: ωB97M-V with the def2-TZVPD basis set.

```
48
Properties=species:S:1:pos:R:3:forces:R:3:nbo_charge:R:1
Mn 1.0587 -0.1527 -1.5316 0.1 0.2 -0.4 0.80
C 4.2954 1.1281 -0.3420 0.0 0.0 0.0 -0.87
Te 3.5376 0.4515 -2.2045 -0.1 0.0 0.0 0.67
C 4.6749 -1.3418 -2.2123 0.1 0.0 0.0 -0.89
H 4.2636 0.3065 0.3684 0.0 0.0 0.0 0.22
H 3.6407 1.9275 -0.0112 0.0 0.1 0.0 0.25
H 5.3102 1.4945 -0.4625 0.0 0.0 0.0 0.23
H 5.7288 -1.1107 -2.3384 0.0 0.0 0.0 0.23
H 4.3331 -1.9516 -3.0444 0.0 0.0 0.0 0.24
H 4.5067 -1.8802 -1.2838 0.0 0.0 0.0 0.23
Br 0.1311 6.4026 -0.7435 0.0 0.0 0.0 0.03
C 0.4727 4.5370 -0.8216 0.0 0.0 0.0 -0.11
C 0.4458 3.8870 -2.0440 0.0 0.2 0.1 -0.22
C 0.7009 2.5268 -2.0725 0.0 -0.4 -0.3 -0.30
C 0.9554 1.7664 -0.9223 0.1 -0.4 0.1 -0.35
C 0.9812 2.4739 0.2802 0.0 -0.1 0.0 -0.21
C 0.7460 3.8413 0.3437 0.0 0.1 -0.1 -0.25
H 0.2487 4.4392 -2.9514 0.0 0.0 0.0 0.22
H 0.6961 2.0413 -3.0629 0.0 0.1 0.2 0.20
H 1.1867 1.9578 1.2131 0.0 0.0 0.0 0.19
H 0.7754 4.3624 1.2899 0.0 0.0 0.0 0.22
C -3.0251 -0.5417 -2.4023 0.2 0.0 0.2 -0.24
C -1.6425 -0.5147 -2.3681 0.1 -0.1 0.0 0.05
N -0.9358 -0.3672 -1.2324 -0.3 0.0 -0.4 -0.47
C -1.6002 -0.2701 -0.0855 -0.2 0.1 -0.1 0.08
C -2.9943 -0.3108 -0.0129 0.1 0.0 0.0 -0.02
C -3.7118 -0.4384 -1.2015 0.3 0.1 0.0 -0.16
C -3.7182 -0.0858 1.2543 0.2 -0.3 0.5 -0.15
C -3.4953 -0.5564 2.4960 0.0 0.1 -0.5 -0.22
C -2.4870 -1.5127 2.9970 0.0 0.0 -0.3 0.19
C -2.3205 -1.6574 4.3739 0.1 -0.1 -0.3 -0.29
C -1.3651 -2.5657 4.7881 0.0 0.0 -0.1 0.08
N -0.6460 -3.2861 3.9309 0.1 -0.1 0.3 -0.45
C -0.8978 -3.0899 2.6425 0.0 0.0 -0.1 0.26
N -1.7704 -2.2430 2.1251 -0.4 0.4 0.3 -0.45
H -3.5488 -0.6427 -3.3408 0.0 0.0 0.0 0.23
H -1.0537 -0.6285 -3.2815 -0.2 0.0 0.2 0.20
H -1.0030 -0.1030 0.7997 0.0 0.0 0.0 0.21
H -4.7928 -0.4352 -1.1917 -0.1 0.0 0.1 0.22
H -4.5553 0.5955 1.1438 -0.1 -0.1 0.1 0.21
H -4.1625 -0.2080 3.2764 0.0 0.1 0.0 0.21
H -2.8982 -1.0892 5.0859 -0.1 0.1 0.0 0.22
H -1.1724 -2.7188 5.8430 0.1 -0.1 0.0 0.20
H -0.3361 -3.6834 1.9310 0.1 0.0 0.0 0.19
I -0.0535 -3.6578 -1.6935 -0.1 0.0 0.0 -0.03
C 1.4769 -2.1710 -1.2979 0.2 0.1 0.6 -1.01
H 2.3398 -2.6004 -1.8074 -0.1 0.1 0.0 0.19
H 1.6801 -2.3247 -0.2188 -0.1 0.1 -0.3 0.21
```
Positions in Å, forces in eV/Å.

- Kohn-Sham gap (spin up / spin down): 7.326 / 6.924 eV
- HOMO energy (spin up / spin down): -0.2858 / -0.2711 Ha
- <S²>: 0.759
- Total energy: -5229.53253 Eh
- Charge: 0
- Maximum force: 0.64 eV Å⁻¹
- LUMO (spin up / spin down): -0.45 / -0.45 eV
- Multiplicity: 2

A structure of composition C20H21BrN4O4W in a non-equilibrium geometry. Source: OMol25; level of theory: ωB97M-V with the def2-TZVPD basis set.

```
51
Properties=species:S:1:pos:R:3:forces:R:3:nbo_charge:R:1
W -0.6229 0.5553 -0.5206 2.5 -0.6 1.9 1.91
O -0.9271 2.1072 -2.6221 0.5 0.7 -0.5 -0.68
C 0.3821 2.5389 -2.5272 0.4 -0.1 -0.6 0.38
C 0.7177 3.8828 -2.6532 0.0 -0.1 0.2 -0.29
C 2.0442 4.2730 -2.6038 -0.3 -0.1 0.0 -0.12
C 3.0443 3.3266 -2.4298 0.1 -0.4 0.0 -0.21
C 2.7201 1.9872 -2.3246 -0.1 0.3 0.0 -0.14
C 1.3864 1.5644 -2.3631 -0.6 0.0 -0.3 -0.24
C 1.0953 0.0541 -2.4515 2.1 0.4 -0.2 0.21
O -0.2247 -0.2363 -2.1272 -0.8 -0.6 -0.9 -0.64
N 1.9415 -0.5743 -1.4439 0.4 -0.3 -0.6 -0.45
N 1.3967 -0.2509 -0.1913 1.1 -0.7 0.7 -0.42
C 2.1309 -0.6019 0.8477 -0.6 0.4 -1.3 0.13
C 1.7910 -0.3286 2.1770 -0.9 0.3 0.9 -0.16
Br 0.0250 0.5377 2.3170 0.9 -0.4 -0.1 0.24
C 2.4992 -0.6144 3.3154 -0.6 0.2 -0.7 -0.03
C 3.8804 -0.9727 3.3453 0.8 -0.1 0.0 -0.08
C 4.3777 -1.7758 4.3926 -0.2 0.1 -0.3 -0.14
C 5.7014 -2.1602 4.4048 0.1 0.0 0.0 -0.20
C 6.5757 -1.7007 3.4251 -0.3 0.0 0.0 -0.12
C 6.1158 -0.8481 2.4263 0.2 -0.1 0.0 -0.21
C 4.7878 -0.4937 2.3769 -0.2 0.0 0.2 -0.18
H -1.5098 2.8779 -2.7537 0.2 -0.3 0.2 0.52
H -0.0633 4.6147 -2.8039 -0.1 0.1 0.0 0.24
H 2.3007 5.3139 -2.7191 0.0 0.1 0.0 0.25
H 4.0794 3.6272 -2.4109 0.1 0.0 0.0 0.24
H 3.4959 1.2399 -2.2496 0.1 0.0 0.0 0.24
H 1.3732 -0.3348 -3.4445 -0.3 0.0 0.4 0.24
H 2.1127 -1.5718 -1.5768 -0.4 0.2 0.1 0.40
H 3.0418 -1.1685 0.6759 0.0 0.1 -0.1 0.25
H 1.9802 -0.5618 4.2638 -0.1 0.1 0.1 0.25
H 3.7025 -2.1280 5.1563 -0.1 0.0 0.1 0.23
H 6.0614 -2.8140 5.1826 0.0 0.0 0.1 0.25
H 7.6148 -1.9878 3.4524 0.1 0.0 0.0 0.24
H 6.8070 -0.4482 1.7007 0.1 0.0 -0.1 0.24
H 4.4518 0.2247 1.6443 0.0 0.1 -0.1 0.21
C -3.1810 -0.9127 -1.7949 0.1 0.0 -0.1 -0.69
C -2.4897 -0.5730 -0.5163 -0.6 -1.1 -0.2 0.14
N -1.4893 -1.2770 0.0866 -0.2 -0.8 -0.9 -0.18
O -0.9140 -2.3175 -0.7034 -0.8 0.1 0.6 -0.54
C -2.6397 0.6786 0.2995 -0.6 0.2 0.3 0.18
C -3.1842 0.8154 1.6805 0.4 -0.1 0.1 -0.69
N -2.1872 1.7147 -0.5086 -1.8 0.3 0.1 -0.22
O -1.0398 2.2961 0.0884 -0.6 2.1 0.7 -0.51
H -2.4867 -1.4024 -2.4863 -0.1 0.1 0.2 0.28
H -3.5888 -0.0080 -2.2502 0.1 -0.1 0.1 0.27
H -4.0175 -1.5929 -1.6136 0.0 0.0 0.2 0.28
H -1.3311 -3.1604 -0.4489 -0.1 0.2 0.2 0.51
H -3.0073 -0.0769 2.2824 0.0 0.0 -0.1 0.26
H -4.2687 0.9584 1.6119 0.0 0.0 -0.2 0.29
H -2.7815 1.7019 2.1779 0.0 -0.1 -0.1 0.26
```
Positions in Å, forces in eV/Å.

- ΔE to the lowest compared entry with this formula, charge and spin: 291.4 kJ/mol
- Kohn-Sham gap (spin up / spin down): 6.846 / 5.349 eV
- HOMO energy (spin up / spin down): -0.5230 / -0.5252 Ha
- <S²>: 2.024
- Total energy: -3934.99256 Eh
- Charge: +2
- Maximum force: 3.24 eV Å⁻¹
- LUMO (spin up / spin down): -7.38 / -8.94 eV
- Multiplicity: 3

A structure of composition C20H21CdCl2N3O4Se2Si. Source: OMol25; level of theory: ωB97M-V with the def2-TZVPD basis set.

```
54
Properties=species:S:1:pos:R:3:forces:R:3:nbo_charge:R:1
Cd 0.6372 0.1701 0.9543 0.2 -0.1 -0.1 1.64
N -6.6189 -0.3998 -6.4288 0.0 0.0 0.0 -0.37
C -5.7512 -0.4175 -5.6730 0.0 0.0 0.0 0.31
C -4.6641 -0.4459 -4.7345 0.0 0.0 0.0 -0.22
C -3.6300 -1.3637 -4.9065 0.0 0.0 0.0 -0.17
C -2.5794 -1.3838 -4.0060 0.0 0.0 0.0 -0.16
C -2.5451 -0.4907 -2.9400 0.0 0.0 0.0 -0.01
C -3.5839 0.4229 -2.7735 0.0 0.0 0.0 -0.19
C -4.6435 0.4466 -3.6624 0.0 0.0 0.0 -0.16
C -1.4106 -0.4769 -1.9687 -0.1 0.0 -0.1 0.19
C -1.3999 -1.5308 -1.0478 0.0 -0.1 0.1 -0.03
C -2.3188 -2.6218 -1.0090 0.0 0.0 0.0 -0.24
C -1.9143 -3.4410 0.0204 0.0 0.0 0.0 -0.35
C -0.7806 -2.8077 0.5881 0.1 0.0 0.0 0.01
N -0.4677 -1.6903 -0.0392 0.0 0.2 0.1 -0.55
C -0.5383 0.5935 -2.1188 0.1 0.1 0.0 -0.03
C -0.5549 1.5451 -3.1903 0.0 0.0 -0.1 -0.22
C 0.4818 2.4107 -2.9661 0.0 0.1 0.0 -0.34
C 1.0815 1.9870 -1.7456 0.0 0.0 0.0 0.04
N 0.5034 0.9126 -1.2599 -0.1 -0.1 0.2 -0.56
H -3.6546 -2.0506 -5.7421 0.0 0.0 0.0 0.21
H -1.7700 -2.0930 -4.1215 0.0 0.0 0.0 0.22
H -3.5437 1.1103 -1.9375 0.0 0.0 0.0 0.25
H -5.4533 1.1514 -3.5309 0.0 0.0 0.0 0.22
H -3.1627 -2.7708 -1.6646 0.0 0.0 0.0 0.20
H -2.3718 -4.3612 0.3493 0.0 0.0 0.0 0.20
H -0.1935 -3.1362 1.4358 0.0 0.0 0.0 0.19
H -1.2448 1.5554 -4.0207 0.0 0.0 0.0 0.20
H 0.7697 3.2637 -3.5600 0.0 0.0 0.0 0.20
H 1.8904 2.4614 -1.2067 0.0 0.0 0.0 0.21
O -1.1288 2.6043 3.7938 0.0 0.1 0.0 -1.10
Se -0.7910 2.4838 2.2112 0.1 -0.1 -0.1 2.75
O -1.4123 1.0611 1.5832 0.1 -0.1 0.0 -1.21
O 0.8534 2.1939 1.9962 0.0 0.0 0.0 -1.23
O -1.2582 3.7605 1.3240 0.0 0.0 0.1 -1.09
Cl 1.0979 -2.5722 6.0535 0.0 0.0 0.0 -0.10
C 0.8346 -2.2464 4.3048 0.0 0.0 0.1 -0.40
Cl -0.2417 -0.8914 4.0228 0.0 0.0 0.0 0.04
H 0.4022 -3.1502 3.8911 0.0 0.0 0.0 0.20
H 1.7980 -2.0326 3.8518 0.0 0.0 0.0 0.26
C 4.1326 2.0547 1.5425 0.0 0.0 0.0 -1.14
Si 3.9591 0.5133 2.6033 0.0 0.2 0.1 1.46
C 3.0939 1.0015 4.1950 0.0 -0.1 0.0 -1.15
C 5.7094 -0.0650 3.0527 0.0 0.0 0.0 -1.12
Se 2.9364 -1.1442 1.4923 -0.2 0.0 -0.1 -0.97
H 4.6782 2.8358 2.0832 0.0 0.0 0.0 0.21
H 3.1397 2.4421 1.3042 0.0 0.0 0.0 0.27
H 4.6692 1.8276 0.6178 0.0 0.0 0.0 0.22
H 3.6799 1.7628 4.7211 0.0 0.0 0.0 0.21
H 2.9657 0.1512 4.8707 0.0 0.0 0.0 0.22
H 2.1104 1.4185 3.9661 0.0 0.0 0.0 0.29
H 6.1551 0.5806 3.8156 0.0 0.0 0.0 0.21
H 6.3567 -0.0515 2.1722 0.0 0.0 0.0 0.22
H 5.6912 -1.0872 3.4370 0.0 0.0 0.0 0.23
```
Positions in Å, forces in eV/Å.

- ΔE to the lowest compared entry with this formula, charge and spin: 0.0 kJ/mol
- Kohn-Sham gap: 6.644 eV
- HOMO energy: -0.0988 Ha
- Total energy: -7420.54073 Eh
- Charge: -2
- Maximum force: 0.27 eV Å⁻¹
- LUMO: 3.96 eV
- Multiplicity: 1